This record from OMol25 describes one molecule with the formula C5H10O. The level of theory is ωB97M-V/def2-TZVPD.

Output
HOMO: -9.545 eV
frontier orbital gap: 10.69 eV
charge: 0
total energy: -271.73657 Eh
LUMO energy: 1.14 eV

Structure (XYZ):
```
16
Properties=species:S:1:pos:R:3:forces:R:3
C 1.910765 0.188448 0.044100 0.0 0.0 0.0
C 0.418484 0.465015 0.150245 0.0 0.0 0.0
C -0.413727 0.016514 -1.057084 0.0 0.0 0.0
C -1.819483 -0.182664 -0.454648 0.0 0.1 -0.4
O -1.664871 -0.226914 0.958931 -0.1 -0.1 0.1
C -0.287261 -0.295445 1.269114 0.3 0.0 0.1
H 2.362799 0.757825 -0.775092 -0.1 -0.1 0.1
H 2.434400 0.459773 0.968319 -0.1 0.0 -0.1
H 2.093254 -0.876667 -0.146018 0.0 0.1 0.0
H 0.246191 1.536689 0.314628 0.0 -0.1 0.0
H -0.407484 0.743822 -1.873582 0.0 -0.1 0.1
H -0.012032 -0.928069 -1.448739 -0.1 0.1 0.1
H -2.291290 -1.105720 -0.815710 0.1 0.1 0.1
H -2.495687 0.648573 -0.694851 0.1 -0.1 0.1
H -0.136909 0.141999 2.261739 0.0 -0.1 -0.1
H 0.062854 -1.343173 1.298651 -0.1 0.1 0.0
```
Forces are in eV/Å.